Record 1
Computed, not measured: one molecule with the formula C5H8N2 in a non-equilibrium geometry, with the ωB97M-V functional and the def2-TZVPD basis.

Structure (XYZ):
```
15
Properties=species:S:1:pos:R:3:mulliken_charge:R:1
C -1.28 -1.14 0.54 -0.933
N -0.32 -0.43 -0.33 0.155
C 1.04 -0.99 -0.33 -0.668
C 1.87 0.04 -0.01 -0.084
C 1.19 1.29 0.13 -0.792
C -0.17 1.07 -0.10 0.367
N -1.33 1.56 -0.42 -0.782
H -2.25 -0.67 0.40 0.350
H -1.31 -2.19 0.23 0.363
H -0.97 -1.07 1.59 0.304
H 1.18 -2.06 -0.29 0.342
H 2.95 -0.09 0.12 0.411
H 1.65 2.26 0.15 0.350
H -1.38 2.56 -0.51 0.209
H -0.87 -0.15 -1.17 0.408
```

The relative energy (zero: lowest compared OMol25 entry of this formula, charge and spin) comes out at 279.65 kJ/mol. Its largest force on an atom is 0.0352 Eh/bohr. The HOMO energy is -0.249 hartree. For the frontier orbital gap, the calculation gives 7.747 eV. As for the spin multiplicity: 1.

***

Record 2
Computed, not measured: one molecule with the formula C5H8N2 in a non-equilibrium geometry, with the ωB97M-V functional and the def2-TZVPD basis.

Structure (XYZ):
```
15
Properties=species:S:1:pos:R:3:mulliken_charge:R:1
C -1.57 -1.05 0.57 -1.350
C -0.53 -0.21 -0.10 0.447
C -0.57 1.28 -0.14 -0.468
N 0.34 0.61 0.78 -0.427
C 1.70 0.47 0.25 -0.431
C 1.61 -0.42 -0.93 0.441
N 1.57 -1.11 -1.86 -0.499
H -2.06 -0.51 1.38 0.353
H -1.13 -1.97 0.98 0.263
H -2.31 -1.34 -0.18 0.341
H -0.02 -0.76 -1.04 0.220
H -0.14 1.79 -1.00 0.243
H -1.39 1.82 0.34 0.270
H 2.16 1.42 -0.05 0.310
H 2.34 -0.01 0.99 0.286
```

The relative energy (zero: lowest compared OMol25 entry of this formula, charge and spin) comes out at 289.23 kJ/mol. Its SMILES is C[C@H]1CN1CC#N. Its largest force on an atom is 0.0821 Eh/bohr. The HOMO energy is -0.361 hartree. For the frontier orbital gap, the calculation gives 10.816 eV. As for the spin multiplicity: 1.

***

Record 3
Computed, not measured: one molecule with the formula C5H8N2, with the ωB97M-V functional and the def2-TZVPD basis.

Structure (XYZ):
```
15
Properties=species:S:1:pos:R:3:mulliken_charge:R:1
C -1.52 1.86 -0.48 -1.153
C -0.75 0.69 0.00 0.451
C -1.19 -0.41 0.77 -0.411
N -0.23 -1.29 0.98 -0.923
N 0.84 -0.77 0.38 0.597
C 1.88 -1.69 0.01 -0.756
C 0.58 0.43 -0.22 -0.333
H -2.27 1.57 -1.21 0.260
H -0.87 2.60 -0.96 0.315
H -2.02 2.33 0.37 0.295
H -2.17 -0.60 1.21 0.439
H 1.54 -2.32 -0.82 0.296
H 2.06 -2.32 0.89 0.250
H 2.76 -1.12 -0.30 0.315
H 1.35 1.07 -0.62 0.359
```

The relative energy (zero: lowest compared OMol25 entry of this formula, charge and spin) comes out at 67.26 kJ/mol. Its SMILES is Cc1cnn(C)c1. Its largest force on an atom is 0.0085 Eh/bohr. The HOMO energy is -0.326 hartree. For the frontier orbital gap, the calculation gives 9.891 eV. As for the spin multiplicity: 1.

***

Record 4
Computed, not measured: one molecule with the formula C5H8N2, with the ωB97M-V functional and the def2-TZVPD basis.

Structure (XYZ):
```
15
Properties=species:S:1:pos:R:3:mulliken_charge:R:1
C -0.91 -0.96 -0.76 -1.552
C 0.24 -0.24 -0.03 1.226
N 1.50 -0.91 -0.26 -0.703
C -0.33 0.05 1.36 -0.600
C -0.71 1.34 1.59 -0.827
C -0.18 1.96 0.39 -0.079
N 0.33 1.14 -0.51 -0.185
H -0.62 -1.23 -1.78 0.408
H -1.19 -1.86 -0.21 0.359
H -1.78 -0.30 -0.78 0.402
H 2.18 -0.67 0.46 0.254
H 1.37 -1.92 -0.24 0.275
H -0.58 -0.82 1.97 0.368
H -0.18 3.02 0.15 0.416
H 0.84 1.38 -1.35 0.236
```

The relative energy (zero: lowest compared OMol25 entry of this formula, charge and spin) comes out at 317.05 kJ/mol. Its SMILES is C[C@]1(N)C=C=CN1. Its largest force on an atom is 0.0093 Eh/bohr. The HOMO energy is -0.269 hartree. For the frontier orbital gap, the calculation gives 7.425 eV. As for the spin multiplicity: 1.